[1]
A 2-piece molecular cluster, C15H20N3O5 overall in a non-equilibrium geometry. Source: OMol25; level of theory: ωB97M-V/def2-TZVPD.

Positions of all 43 atoms, in Å:
C (-2.850, -0.530, -4.930)
O (-2.436, -0.123, -3.614)
C (-2.288, 1.217, -3.523)
N (-1.727, 1.473, -2.228)
N (-1.262, 2.651, -2.105)
C (-0.910, 2.986, -0.834)
C (-0.200, 4.301, -0.831)
C (-1.181, 2.184, 0.260)
C (-0.767, 2.501, 1.623)
O (-0.118, 3.537, 1.890)
N (-1.081, 1.642, 2.652)
C (-0.555, 1.884, 3.970)
C (-1.923, 0.464, 2.558)
O (-2.609, 2.022, -4.377)
H (-2.773, -1.616, -4.938)
H (-3.882, -0.214, -5.117)
H (-2.202, -0.091, -5.695)
H (0.189, 4.511, 0.170)
H (0.623, 4.271, -1.560)
H (-0.883, 5.107, -1.134)
H (-1.669, 1.234, 0.058)
H (0.063, 2.783, 3.972)
H (-1.383, 2.000, 4.680)
H (0.040, 1.021, 4.296)
H (-2.446, 0.410, 1.599)
H (-1.323, -0.450, 2.691)
H (-2.668, 0.495, 3.367)
C (4.571, -4.157, 1.426)
O (4.160, -2.821, 1.079)
C (2.891, -2.637, 0.592)
C (1.967, -3.695, 0.396)
C (0.706, -3.397, -0.131)
C (0.339, -2.106, -0.448)
C (1.224, -0.969, -0.199)
O (0.869, 0.224, -0.376)
C (2.541, -1.323, 0.285)
H (5.597, -4.051, 1.781)
H (3.940, -4.576, 2.222)
H (4.543, -4.823, 0.552)
H (2.246, -4.722, 0.645)
H (0.004, -4.215, -0.291)
H (-0.634, -1.874, -0.874)
H (3.260, -0.527, 0.444)

Summary:
- Total charge: -1
- HOMO level: -2.98 eV
- Energy above the lowest of the compared OMol25 structures with the same formula, charge and spin: 506.18 kJ/mol
- Spin multiplicity: 1

=====

[2]
C29H20MgN5O4S2 as an isolated structure. Source: OMol25; level of theory: ωB97M-V/def2-TZVPD.

Positions of all 61 atoms, in Å:
Mg (0.747, 0.990, -0.303)
C (4.750, -5.471, -3.107)
C (4.385, -4.098, -2.615)
C (3.054, -3.740, -2.416)
C (2.711, -2.471, -1.981)
C (3.710, -1.540, -1.740)
C (5.042, -1.873, -1.932)
C (5.370, -3.150, -2.366)
S (3.280, 0.082, -1.168)
O (2.190, 0.543, -2.035)
O (4.502, 0.843, -1.148)
N (2.524, -0.053, 0.200)
C (3.049, 0.046, 1.468)
C (4.320, -0.270, 1.878)
C (4.681, -0.142, 3.240)
C (3.793, 0.289, 4.179)
C (2.473, 0.638, 3.786)
C (1.491, 1.125, 4.679)
C (0.255, 1.462, 4.212)
C (-0.009, 1.326, 2.831)
N (0.876, 0.877, 1.982)
C (2.107, 0.520, 2.437)
H (3.886, -6.134, -3.111)
H (5.521, -5.925, -2.481)
H (5.142, -5.427, -4.125)
H (2.273, -4.467, -2.605)
H (1.673, -2.201, -1.833)
H (5.803, -1.128, -1.748)
H (6.412, -3.411, -2.516)
H (5.051, -0.605, 1.155)
H (5.692, -0.396, 3.534)
H (4.081, 0.383, 5.219)
H (1.736, 1.234, 5.729)
H (-0.511, 1.843, 4.872)
H (-0.973, 1.601, 2.417)
C (-8.178, 0.365, 1.023)
C (-9.075, 0.051, -0.144)
O (-10.273, -0.023, -0.049)
S (-8.360, -0.225, -1.758)
C (-6.618, -0.055, -1.482)
C (-5.976, 1.158, -1.722)
C (-4.620, 1.292, -1.496)
C (-3.864, 0.213, -1.025)
C (-4.514, -1.006, -0.797)
C (-5.871, -1.139, -1.030)
C (-2.463, 0.348, -0.793)
C (-1.263, 0.487, -0.635)
H (-8.791, 0.824, 1.796)
H (-7.340, 1.004, 0.757)
H (-7.771, -0.574, 1.404)
H (-6.551, 2.001, -2.084)
H (-4.125, 2.236, -1.680)
H (-3.933, -1.848, -0.445)
H (-6.362, -2.089, -0.855)
O (1.135, 2.946, -0.105)
N (0.480, 3.723, -0.888)
C (0.603, 5.004, -0.648)
C (1.381, 5.509, 0.445)
N (1.992, 5.940, 1.319)
C (-0.087, 5.906, -1.509)
N (-0.642, 6.651, -2.188)

Summary:
- Total charge: -1
- HOMO level: -5.88 eV
- Energy above the lowest of the compared OMol25 structures with the same formula, charge and spin: 0.00 kJ/mol
- Spin multiplicity: 1

=====

[3]
An isolated ion of composition C4H13N2 and charge +1 in a non-equilibrium geometry. Source: OMol25; level of theory: ωB97M-V/def2-TZVPD.

Positions of all 19 atoms, in Å:
C (1.265, 1.062, 1.646)
C (0.262, 0.328, 0.755)
N (-0.669, 1.274, 0.014)
C (0.929, -0.475, -0.347)
C (-0.101, -1.273, -1.245)
N (-1.498, -1.114, -0.804)
H (1.364, 0.534, 2.583)
H (1.190, 2.123, 1.825)
H (2.235, 0.971, 1.180)
H (-0.386, -0.286, 1.347)
H (-1.377, 0.641, -0.370)
H (-0.190, 1.691, -0.781)
H (-1.149, 2.005, 0.539)
H (1.507, -1.226, 0.122)
H (1.478, 0.179, -0.967)
H (-0.109, -0.748, -2.178)
H (0.331, -2.209, -1.502)
H (-2.138, -1.523, -1.468)
H (-1.658, -1.657, 0.043)

Summary:
- SMILES: C[C@@H]([NH3+])CCN
- Total charge: +1
- HOMO level: -14.60 eV
- Energy above the lowest of the compared OMol25 structures with the same formula, charge and spin: 88.68 kJ/mol
- Spin multiplicity: 1

=====

[4]
C20H14N12O6SSn as an isolated structure. Source: OMol25; level of theory: ωB97M-V/def2-TZVPD.

Positions of all 54 atoms, in Å:
Sn (0.175, -1.370, 0.535)
N (4.058, 2.049, -0.401)
C (3.449, 2.036, -1.739)
N (3.778, 3.035, -2.492)
C (3.211, 2.926, -3.726)
N (3.464, 3.874, -4.611)
N (2.417, 1.900, -4.086)
C (2.167, 0.980, -3.179)
N (2.692, 0.996, -1.934)
C (1.301, -0.167, -3.564)
C (1.045, -0.388, -4.910)
C (0.249, -1.464, -5.271)
C (-0.259, -2.269, -4.270)
C (0.045, -1.953, -2.953)
N (0.799, -0.928, -2.582)
H (4.973, 2.510, -0.414)
H (3.437, 0.317, -0.288)
H (4.054, 4.652, -4.369)
H (3.061, 3.815, -5.531)
H (1.473, 0.265, -5.653)
H (0.040, -1.668, -6.312)
H (-0.876, -3.128, -4.495)
H (-0.337, -2.590, -2.159)
S (-5.333, -1.159, 5.983)
N (-5.405, -1.704, 4.472)
C (-4.207, -1.510, 3.943)
C (-3.820, -1.859, 2.590)
C (-4.679, -2.444, 1.656)
C (-4.203, -2.732, 0.396)
C (-2.878, -2.436, 0.094)
N (-2.053, -1.881, 0.974)
C (-2.509, -1.587, 2.207)
C (-1.562, -0.958, 3.129)
N (-0.320, -0.717, 2.661)
C (0.581, -0.146, 3.457)
C (0.290, 0.213, 4.767)
C (-0.975, -0.023, 5.258)
C (-1.929, -0.619, 4.430)
C (-3.291, -0.909, 4.835)
N (-3.806, -0.655, 6.027)
H (-5.702, -2.660, 1.938)
H (-4.835, -3.181, -0.356)
H (-2.475, -2.651, -0.887)
H (1.562, 0.033, 3.035)
H (1.054, 0.670, 5.378)
H (-1.244, 0.242, 6.273)
O (3.181, 2.609, 1.762)
N (3.107, 3.044, 0.685)
O (2.614, 3.943, 0.129)
O (4.167, 0.822, 0.155)
O (-0.869, 0.365, -0.260)
N (0.063, 1.254, -0.159)
O (0.006, 2.292, -0.740)
O (1.055, 0.915, 0.566)

Summary:
- Total charge: +2
- HOMO level: -14.32 eV
- Energy above the lowest of the compared OMol25 structures with the same formula, charge and spin: 328.19 kJ/mol
- Spin multiplicity: 1

=====

[5]
A 2-piece molecular cluster, CH2F3NO2S overall in a non-equilibrium geometry. Source: OMol25; level of theory: ωB97M-V/def2-TZVPD.

Positions of all 10 atoms, in Å:
C (-2.583, 1.626, -1.268)
N (0.986, 0.783, -1.405)
O (1.561, -2.221, 0.877)
O (1.728, -0.947, 0.221)
F (-2.366, 0.411, -0.845)
F (-3.446, 1.770, -2.268)
F (-3.081, 2.283, -0.160)
S (0.857, -0.643, -1.227)
H (-1.545, 2.091, -1.390)
H (1.193, -1.746, 1.690)

Summary:
- Total charge: 0
- HOMO level: -10.52 eV
- Energy above the lowest of the compared OMol25 structures with the same formula, charge and spin: 426.36 kJ/mol
- Spin multiplicity: 1

=====

Electronic energy
In order: -30585.7846, -73155.5705, -7332.5681, -67780.6215, -25637.2308
Unit: eV